1.
Below is a gas-phase ion, C4H10 (charge +1) at a distorted geometry, with properties calculated with ωB97M-V/def2-TZVPD.

Last column: Mulliken spin population.
CARTESIAN COORDINATES (ANGSTROEM)
C: -0.1475 1.5740 -1.1714  0.0555
C: 0.0079 0.1499 -0.6582  0.0980
C: -0.1074 -0.0985 0.8097  0.2288
C: 0.2430 -1.5813 1.0756  0.0790
H: -1.1207 1.9974 -0.7627  0.0001
H: -0.1577 1.5936 -2.2390  0.0401
H: 0.7332 2.2049 -1.0112  0.0286
H: 0.9879 -0.2705 -0.9350  0.0695
H: -0.7323 -0.5045 -1.1738  0.1200
H: -1.1036 0.0830 1.3127  0.0984
H: 0.4953 0.6818 1.3306  0.1123
H: -0.6779 -2.1739 0.9565  0.0140
H: 0.6264 -1.7211 2.1188  0.0567
H: 0.9535 -1.9349 0.3475  -0.0009

2S+1	2
largest force on an atom	1.99	eV Å⁻¹
HOMO-LUMO gap (spin up / spin down)	14.5 / 6.4	eV
<S²>	0.75
LUMO (spin up / spin down)	-3.035 / -10.919	eV
electronic energy	-4298.9670	eV
relative energy (zero: lowest compared OMol25 entry of this formula, charge and spin)	17.8	kcal per mole
total charge	+1

=====

2.
Below is a molecular structure, C4H10B2Br3N4O4 at a distorted geometry, with properties calculated with ωB97M-V/def2-TZVPD.

Last column: natural (NBO) charge in e.
CARTESIAN COORDINATES (ANGSTROEM)
O: -0.7164 -4.2457 -1.4215  -0.9206
B: -0.5209 -3.8550 -0.0067  1.1551
O: 0.8079 -4.1854 0.6109  -0.8969
C: -1.6317 -3.1327 0.9671  -0.5919
N: -2.2423 -1.8634 0.4151  -0.5706
C: -1.5868 -0.6844 0.1543  0.6052
N: -0.1065 -0.4245 0.3288  -0.4871
C: 0.1860 1.0278 -0.0536  0.2631
N: -1.1523 1.6100 -0.4516  -0.4879
B: -1.1615 3.0734 -0.8553  1.2872
O: -1.1708 4.1533 0.1941  -0.9159
O: -1.1167 3.5416 -2.2558  -0.8465
N: -2.1522 0.6536 -0.3668  -0.3947
H: 0.0855 -3.8300 -1.8971  0.5039
H: 1.3020 -4.8208 0.0140  0.5016
H: -1.1406 -2.8384 2.0145  0.2695
H: -2.4742 -3.9165 1.2158  0.2775
H: -3.2865 -1.8710 0.2225  0.4383
H: 1.2208 1.5762 -0.0544  0.2712
H: -2.1191 4.4890 0.2613  0.5169
H: -1.5839 2.8259 -2.7792  0.4967
H: -3.1454 0.8591 -0.6201  0.4476
C: 4.7104 2.3815 0.9902  -0.4830
Br: 3.0833 2.6349 -0.0454  0.0755
Br: 5.4536 0.6005 0.7465  0.1164
Br: 6.0236 3.7699 0.6262  0.1336
H: 4.4346 2.4712 2.0461  0.2357

2S+1	1
largest force on an atom	7.99	eV Å⁻¹
HOMO-LUMO gap	8.7	eV
LUMO	-3.994	eV
electronic energy	-229934.0209	eV
total charge	+1

=====

3.
Below is a molecular structure, C4H10BCaFO at a distorted geometry, with properties calculated with ωB97M-V/def2-TZVPD.

Last column: natural (NBO) charge in e.
CARTESIAN COORDINATES (ANGSTROEM)
C: -2.2446 -1.6135 -0.0906  -0.6577
C: -2.1444 -0.0015 -0.4481  -0.0994
F: -2.7243 0.8888 0.5836  -0.3778
B: -0.5155 0.3549 -0.5756  0.6566
C: 0.4285 0.5913 0.7493  -0.8119
C: 2.0384 0.6723 0.4543  -0.1389
O: 2.4250 0.5347 -0.9580  -0.8167
H: -1.2645 -1.9367 0.5095  0.1859
H: -3.2250 -1.8505 0.5244  0.2859
H: -2.1895 -2.1774 -1.1258  0.2448
H: -2.6237 0.1558 -1.5044  0.2194
H: -0.0883 0.4124 -1.6689  -0.0787
H: 0.1051 1.5753 1.3420  0.3113
H: 0.2490 -0.3357 1.4624  0.2953
H: 2.3969 1.7513 0.8156  0.0943
H: 2.5888 -0.1589 1.0974  0.2024
H: 2.3082 -0.4250 -1.2852  0.5467
Ca: 4.4800 1.5623 0.1182  1.9388

2S+1	1
largest force on an atom	2.72	eV Å⁻¹
HOMO-LUMO gap	5.6	eV
LUMO	-10.386	eV
electronic energy	-28169.9256	eV
total charge	+2

=====

4.
Below is a molecular structure, C4H10BClO4PdS at a distorted geometry, with properties calculated with ωB97M-V/def2-TZVPD.

Last column: natural (NBO) charge in e.
CARTESIAN COORDINATES (ANGSTROEM)
C: 3.8415 -0.3621 1.0553  -0.9570
B: 2.5420 -0.1811 0.1658  1.1413
O: 2.3022 -0.9653 -0.9197  -0.8645
O: 1.6146 0.8132 0.4893  -0.7940
S: 0.8532 1.3803 -0.8298  1.9597
O: 1.0152 2.7701 -0.8510  -0.6999
O: -0.7010 1.0586 -0.4392  -0.6388
C: -1.2725 -0.0905 -1.0913  -0.1077
C: -2.1429 -0.8577 -0.1137  -0.2530
C: -2.9955 0.0352 0.7839  -0.6171
Cl: -1.1953 -1.9279 0.8934  0.1384
H: 3.8261 0.3398 1.8731  0.2679
H: 4.6801 -0.1608 0.3966  0.2749
H: 3.8552 -1.3872 1.4030  0.2787
H: 3.0712 -0.9364 -1.5259  0.5428
H: -0.5166 -0.7591 -1.4844  0.2456
H: -1.8534 0.2576 -1.9394  0.2247
H: -2.7602 -1.5010 -0.7260  0.2658
H: -3.0266 -0.3867 1.7778  0.3108
H: -4.0428 0.0014 0.3351  0.1924
H: -2.6071 1.0545 0.8084  0.2267
Pd: -4.4873 1.8051 -0.0612  0.8625

2S+1	1
largest force on an atom	1.94	eV Å⁻¹
HOMO-LUMO gap	2.7	eV
LUMO	-14.077	eV
electronic energy	-39990.9278	eV
relative energy (zero: lowest compared OMol25 entry of this formula, charge and spin)	12.4	kcal per mole
total charge	+2